# 1
C4H8O2 in the gas phase in a non-equilibrium geometry. Source: OMol25; level of theory: ωB97M-V/def2-TZVPD.

Output
Charge: 0
E in eV: -8371.6323
LUMO energy in eV: 0.82
Kohn-Sham gap in Eh: 0.40249

Positions of all 14 atoms, in Å:
1 C -0.43 1.28 1.21
2 H -1.79 -0.28 -0.24
3 H 1.06 -0.82 0.92
4 H 1.71 -0.64 -0.65
5 H -0.28 -2.25 -0.27
6 C 0.56 1.08 0.08
7 H 1.49 1.62 0.26
8 C -0.25 -1.30 -0.80
9 O -1.54 -0.75 -1.02
10 C 0.81 -0.44 -0.07
11 H 0.14 -1.51 -1.80
12 O -1.30 2.11 1.28
13 H -0.28 0.48 1.96
14 H 0.10 1.43 -0.85


# 2
A molecular structure, C18H55N3O11 in a non-equilibrium geometry. Source: OMol25; level of theory: ωB97M-V/def2-TZVPD.

Output
Charge: 0
E in eV: -46546.3079
LUMO energy in eV: 0.64
Kohn-Sham gap in Eh: 0.34059

Positions of all 87 atoms, in Å:
1 O 2.10 1.40 -0.35
2 N 0.38 -3.04 -2.31
3 C -1.64 3.68 -0.55
4 C -2.79 2.93 -1.19
5 H 2.08 -0.26 -3.89
6 O 2.91 3.81 -1.45
7 C -2.78 -1.55 2.59
8 H -2.12 -2.35 -1.25
9 H 4.24 2.80 0.84
10 H -1.52 1.39 -0.54
11 C 1.92 -2.66 -0.48
12 C -0.82 -2.58 -2.98
13 O 1.33 0.33 -3.73
14 H -0.93 -2.97 -4.00
15 H 4.82 3.26 -1.78
16 H -4.50 0.69 -1.27
17 O -2.50 -4.15 -2.12
18 H -2.46 -1.51 4.73
19 H 2.25 2.17 -0.91
20 H 4.99 0.39 0.49
21 H 0.25 0.75 3.31
22 O 4.52 -0.11 -0.19
23 C -2.85 -4.75 -3.34
24 H -3.37 -5.67 -3.09
25 H 1.16 1.41 -0.12
26 H 4.10 4.40 -3.03
27 C 1.71 4.21 -2.10
28 H -4.79 -0.23 5.80
29 N -0.42 3.50 -1.34
30 H 0.24 5.47 -1.20
31 C -2.14 -2.80 -2.24
32 C -3.26 -1.33 3.99
33 H 3.71 2.68 -3.00
34 H 2.76 1.10 3.13
35 H -2.40 -2.57 2.48
36 H 1.05 4.40 -0.08
37 O 4.95 2.35 1.33
38 O 1.73 -0.69 3.36
39 H 0.10 -3.95 -1.93
40 H 3.74 0.43 -0.36
41 C 0.63 4.45 -1.09
42 C 0.66 -2.20 -1.13
43 C 2.93 0.02 3.12
44 H -3.73 3.27 -0.73
45 H 2.30 -5.15 1.63
46 H -0.15 -2.26 -0.39
47 C -0.40 -1.19 2.60
48 H -1.52 3.32 0.48
49 H -3.63 -1.49 1.90
50 H -2.93 -2.25 -2.79
51 C 0.65 -0.11 2.75
52 H -1.97 -4.98 -3.95
53 H 1.56 0.79 -2.91
54 H 2.39 -1.93 0.19
55 H -1.89 4.74 -0.51
56 O -0.64 1.09 -0.29
57 H -0.05 2.58 -1.12
58 H -0.77 0.22 0.11
59 H 3.65 -0.26 3.89
60 H -0.77 -1.52 -3.29
61 H 2.61 -2.95 -1.28
62 O -2.61 1.55 -1.02
63 O -3.64 0.04 4.09
64 N -1.71 -0.63 2.21
65 H -0.12 -1.96 1.90
66 H 3.38 -0.27 2.17
67 H 0.69 -1.16 -1.47
68 H -2.85 3.18 -2.26
69 H -3.52 -4.11 -3.93
70 H 0.94 0.26 1.75
71 H 3.32 -4.90 0.19
72 H -3.65 1.16 -2.78
73 H -3.10 0.34 6.07
74 H -4.37 1.41 5.39
75 H -3.12 -0.25 -1.81
76 C -3.53 0.76 -1.77
77 H -1.92 0.24 2.69
78 H 3.22 -3.67 1.52
79 O 1.56 -3.81 0.30
80 H -0.47 -1.60 3.63
81 H 1.85 5.02 -2.82
82 H 5.13 2.92 2.09
83 C -3.98 0.40 5.42
84 H 1.35 3.38 -2.73
85 H -4.12 -1.98 4.23
86 C 3.94 3.55 -2.36
87 C 2.67 -4.40 0.92


# 3
2 unconnected molecules or ions with the total composition C6H14IN2 in a non-equilibrium geometry. Source: OMol25; level of theory: ωB97M-V/def2-TZVPD.

Output
Charge: +1
E in eV: -17516.1674
LUMO energy (spin up / spin down) in eV: -8.94 / -8.99
Kohn-Sham gap (spin up / spin down) in Eh: 0.12999 / 0.12532

Positions of all 23 atoms, in Å:
1 H 1.30 0.61 0.54
2 H -0.77 0.17 2.22
3 C 1.10 -2.27 -0.48
4 H 1.63 -1.69 -1.08
5 H -1.32 1.65 1.47
6 C -1.91 -0.32 -0.48
7 H -0.76 2.51 -0.62
8 H 0.23 1.59 2.39
9 C -0.36 -0.35 -0.40
10 N 0.16 -1.52 0.29
11 C -0.33 1.08 1.69
12 C 0.27 2.02 -0.70
13 H 1.82 -2.99 -0.01
14 H 1.15 2.56 -0.42
15 H 0.49 1.62 -1.74
16 I 3.72 0.25 -0.46
17 H 0.00 -0.39 -1.38
18 N -0.20 -1.72 1.40
19 H 0.34 -2.82 -1.16
20 H -2.44 -0.49 0.51
21 H -2.25 -1.02 -1.15
22 C 0.26 0.85 0.31
23 H -2.13 0.69 -0.75


> What is the charge in the third record?

+1


> Number 1 is which compound?

C4H8O2


> Which of these has the highest E?

C4H8O2


Copy entry 3 word for word.
2 unconnected molecules or ions with the total composition C6H14IN2 in a non-equilibrium geometry. Source: OMol25; level of theory: ωB97M-V/def2-TZVPD.

Output
Charge: +1
E in eV: -17516.1674
LUMO energy (spin up / spin down) in eV: -8.94 / -8.99
Kohn-Sham gap (spin up / spin down) in Eh: 0.12999 / 0.12532

Positions of all 23 atoms, in Å:
1 H 1.30 0.61 0.54
2 H -0.77 0.17 2.22
3 C 1.10 -2.27 -0.48
4 H 1.63 -1.69 -1.08
5 H -1.32 1.65 1.47
6 C -1.91 -0.32 -0.48
7 H -0.76 2.51 -0.62
8 H 0.23 1.59 2.39
9 C -0.36 -0.35 -0.40
10 N 0.16 -1.52 0.29
11 C -0.33 1.08 1.69
12 C 0.27 2.02 -0.70
13 H 1.82 -2.99 -0.01
14 H 1.15 2.56 -0.42
15 H 0.49 1.62 -1.74
16 I 3.72 0.25 -0.46
17 H 0.00 -0.39 -1.38
18 N -0.20 -1.72 1.40
19 H 0.34 -2.82 -1.16
20 H -2.44 -0.49 0.51
21 H -2.25 -1.02 -1.15
22 C 0.26 0.85 0.31
23 H -2.13 0.69 -0.75